# 1
Density functional theory data (ωB97M-V/def2-TZVPD) for a molecular structure, C3H5BN2O2.

```
13
Properties=species:S:1:pos:R:3:forces:R:3
B 0.464493 -1.044020 -0.076710 1.7 4.7 0.8
C -0.143558 1.599390 -0.287691 -2.3 0.4 -2.4
C -1.714023 -0.182709 0.025056 -2.3 -1.0 0.3
C 0.976626 0.985796 0.246901 1.0 -4.4 3.1
N -1.279458 1.034634 -0.353597 -1.4 2.3 0.1
N -0.880552 -1.215075 -0.279237 1.3 -3.7 -0.6
O -2.827507 -0.483858 0.420232 0.3 1.1 0.2
O 1.486978 -1.855071 0.038132 3.0 -0.7 0.3
H -0.113124 2.524423 -0.872164 0.3 0.1 0.2
H 0.938512 1.090548 1.400334 0.4 -0.4 -1.7
H 1.961911 1.176436 -0.146880 0.1 0.5 -0.1
H -1.259492 -2.211320 -0.303663 0.2 2.1 0.1
H 2.389191 -1.419169 0.189293 -2.3 -0.9 -0.4
```
Forces are in eV/Å.

Calculated values
HOMO-LUMO gap in eV: 9.78
Multiplicity: 1
ΔE to the lowest compared entry with this formula, charge and spin in kcal per mole: 55.4
Maximum force in hartree/bohr: 0.1076
HOMO in eV: -9.6272


# 2
Density functional theory data (ωB97M-V/def2-TZVPD) for a molecular structure, C41H42N4O4SiZn.

```
93
Properties=species:S:1:pos:R:3:forces:R:3
Zn 0.597782 -0.499358 1.556147 -0.2 0.2 -0.4
O 1.782684 -4.061576 -0.202519 0.1 -0.3 -0.1
C 1.767937 -2.947902 0.306095 0.6 -0.2 0.0
O 0.745592 -2.273335 0.602064 -0.3 0.3 0.1
C 3.108939 -2.280418 0.623265 0.0 -0.3 -0.1
C 4.304008 -2.960067 0.405329 -0.1 0.0 0.0
C 5.494790 -2.312288 0.673839 -0.1 0.1 0.1
C 5.442342 -1.016876 1.169670 0.1 0.0 -0.1
C 4.204083 -0.427240 1.359452 0.3 0.2 0.1
N 3.060527 -1.038681 1.090587 -0.2 -0.1 -0.1
H 4.256704 -3.972642 0.031586 0.0 0.0 0.0
H 6.445884 -2.798058 0.501421 0.0 0.0 0.0
H 6.346182 -0.474859 1.402530 0.0 0.1 0.0
H 4.122664 0.581613 1.743643 0.0 0.1 0.1
C -0.351128 -4.229039 3.756714 0.1 0.2 -0.1
C -0.668041 -2.987355 2.947464 -0.2 -0.8 0.5
O -0.041642 -1.952204 3.123618 0.3 0.3 0.1
N -1.728111 -3.113578 2.133178 -0.2 -0.2 -0.3
C -2.125210 -2.097919 1.168817 0.2 0.3 0.1
C -2.654297 -0.879505 1.864359 -0.7 -0.1 -0.1
C -4.019353 -0.725258 2.092816 0.1 0.1 0.0
C -4.462414 0.383708 2.791350 0.1 0.0 0.0
C -3.526045 1.298191 3.247974 -0.1 -0.1 -0.1
C -2.191785 1.070616 2.950333 -0.2 0.2 0.2
N -1.771440 0.022421 2.263593 0.3 0.0 -0.1
H 0.718723 -4.252622 3.942631 0.0 0.0 0.0
H -0.652392 -5.138975 3.247124 0.0 -0.1 0.0
H -0.864171 -4.175358 4.716440 0.0 0.0 0.0
H -2.075623 -4.042989 1.964767 0.1 0.0 0.1
H -2.889513 -2.521127 0.518447 0.1 -0.1 0.0
H -1.252603 -1.816982 0.579078 -0.3 -0.1 -0.1
H -4.710061 -1.465906 1.719877 -0.1 -0.1 0.0
H -5.514158 0.528064 2.985840 -0.1 0.0 0.0
H -3.826933 2.165808 3.814178 0.0 0.1 0.0
H -1.419202 1.751760 3.279225 0.0 0.1 0.1
O -0.281973 0.175510 -0.245352 0.5 -0.3 0.9
Si -0.769668 -0.054597 -1.713761 -0.2 0.0 -1.3
C -1.795707 -1.613093 -2.080606 0.0 0.5 0.1
C -1.151296 -2.843334 -1.971902 0.2 0.1 0.0
C -1.811213 -4.030986 -2.219941 0.0 -0.2 0.0
C -3.145994 -4.017173 -2.590968 -0.1 0.0 0.0
C -3.800865 -2.805226 -2.724724 -0.3 -0.1 -0.1
C -3.128737 -1.620144 -2.474347 -0.1 0.2 0.0
C -1.664433 1.567322 -2.206623 0.2 -0.6 -0.1
C -2.993350 1.843339 -1.909902 -0.2 0.0 0.1
C -3.601803 3.010283 -2.339695 -0.2 0.1 0.1
C -2.884250 3.943460 -3.070567 0.0 0.1 -0.1
C -1.548657 3.708361 -3.346213 0.0 0.3 0.0
C -0.951452 2.542042 -2.898929 0.1 0.0 -0.2
C 0.606637 -0.218341 -3.026926 -0.2 0.0 0.4
C 1.877072 -0.657610 -2.675663 0.0 0.0 0.2
C 2.859306 -0.869812 -3.626320 0.3 -0.1 -0.1
C 2.587982 -0.646344 -4.965782 0.1 0.0 0.0
C 1.322879 -0.223102 -5.338791 0.0 0.0 -0.2
C 0.347110 -0.019152 -4.381140 -0.1 0.0 0.0
H -0.116804 -2.871160 -1.673526 0.2 -0.1 0.1
H -1.281662 -4.967423 -2.119420 0.1 -0.1 0.0
H -3.672172 -4.944577 -2.772840 0.0 0.0 0.0
H -4.840984 -2.781306 -3.027041 0.0 0.0 0.0
H -3.655410 -0.683973 -2.592502 -0.1 0.1 -0.1
H -3.562979 1.128538 -1.332708 -0.1 -0.1 0.0
H -4.646132 3.190028 -2.118458 0.0 0.0 0.0
H -3.360229 4.848392 -3.424208 0.0 0.0 0.0
H -0.978698 4.419877 -3.929545 0.0 0.1 0.0
H 0.085291 2.352497 -3.143737 0.1 0.0 -0.2
H 2.091644 -0.853899 -1.634490 0.1 0.0 0.2
H 3.837303 -1.218790 -3.324024 0.1 0.0 0.0
H 3.350639 -0.808624 -5.715978 0.0 0.0 0.0
H 1.096501 -0.062389 -6.383927 0.0 0.0 -0.1
H -0.640127 0.299200 -4.691537 -0.1 0.0 -0.1
C 1.921508 2.163907 -0.347668 0.7 -0.7 -0.1
N 0.743485 3.024521 -0.171535 -0.3 -0.1 -0.3
C 1.134216 4.435724 -0.219213 0.1 0.7 -0.1
C -0.035843 2.700145 1.073432 -0.4 -0.3 0.7
C 0.818570 2.440938 2.285986 0.1 0.2 0.0
C 1.147810 3.504966 3.123889 0.0 0.1 -0.1
C 1.913234 3.297849 4.256045 0.0 0.1 0.1
C 2.350924 2.017089 4.543859 0.1 0.0 0.1
C 2.002232 0.961797 3.716985 0.1 0.1 0.0
C 1.226945 1.129137 2.569605 -0.2 -0.1 -0.1
H 2.352587 2.331504 -1.332938 -0.1 0.1 -0.1
H 1.601359 1.126010 -0.269645 0.0 0.2 0.0
H 2.657555 2.377554 0.424071 -0.1 0.1 0.0
H 0.101940 2.806340 -0.958237 0.2 0.2 0.3
H 1.738582 4.662435 0.658565 0.0 -0.1 0.0
H 0.253014 5.074551 -0.217002 -0.1 -0.1 0.0
H 1.717114 4.638528 -1.117035 0.0 -0.1 0.0
H -0.581228 1.783507 0.844699 0.0 0.2 -0.2
H -0.732776 3.525829 1.240493 0.1 0.0 -0.1
H 0.783234 4.501089 2.900599 0.0 0.1 0.0
H 2.155672 4.120507 4.914485 0.0 0.1 0.0
H 2.951362 1.845381 5.425174 0.1 -0.1 0.1
H 2.346016 -0.027168 3.976547 0.1 -0.2 0.1
```
Forces are in eV/Å.

Calculated values
HOMO-LUMO gap in eV: 8.57
Multiplicity: 1
Maximum force in hartree/bohr: 0.0247
HOMO in eV: -8.2052


# 3
Density functional theory data (ωB97M-V/def2-TZVPD) for 6 unconnected molecules or ions with the total composition C54H62BrClFN4O16P2S.

```
142
Properties=species:S:1:pos:R:3:forces:R:3
C 3.956966 4.330401 -2.260302 1.3 -0.3 0.4
C 3.988563 4.443395 -0.633408 1.1 0.5 -1.6
P 2.343225 4.826893 0.190869 1.5 1.9 1.9
C 1.920905 6.566808 -0.528274 0.2 -0.5 -1.5
N 0.976401 3.821794 -0.298782 -0.6 -1.8 -1.1
C 0.661815 2.581473 0.161409 -0.4 1.4 -0.3
N -0.590016 2.015960 -0.305908 3.3 0.9 1.3
P -0.411045 1.510418 -1.975992 -1.0 -0.3 -2.6
C 1.348298 1.571009 -2.657637 0.7 0.0 0.0
C -1.294376 2.900463 -2.986391 -0.1 0.3 0.3
C -2.661818 3.407548 -2.312283 -0.2 1.0 0.0
C -1.302499 1.086490 0.649630 -0.7 -0.2 0.5
C -2.197894 1.998885 1.609018 -0.7 0.2 0.7
C -1.950336 3.568596 1.657631 1.2 2.3 5.8
O -1.799850 4.097715 2.794677 -0.8 -2.1 -5.8
F -1.902272 4.472300 0.550919 -0.2 -2.4 1.4
C -2.344507 0.170359 -0.155627 0.9 -0.5 -0.8
C -3.538719 -0.584368 0.543269 -2.1 -0.6 -0.1
C -3.659730 -0.789163 2.112051 -0.7 -0.6 1.1
C -4.975619 0.074032 0.085465 0.9 -1.0 -0.3
C -0.074362 0.257483 1.332347 -0.8 -1.5 -1.0
C -0.382337 -1.221068 1.870090 0.4 -1.6 -0.4
C 0.821231 -2.244188 1.397471 0.1 0.3 0.3
C 1.284489 -3.268371 2.548327 0.7 -1.0 -1.9
C 2.868040 -3.572473 2.262458 -0.8 1.6 1.5
S 3.213701 -4.065315 0.510223 1.3 -6.9 -2.6
O 2.086169 -4.778446 -0.186695 1.6 3.0 2.2
O 4.406904 -5.015974 0.477346 -2.7 3.7 0.9
Cl 3.775720 -2.453015 -0.718959 -0.4 -0.2 1.2
C 0.948926 1.139541 2.173729 0.7 -0.2 0.0
C 1.998776 0.389968 3.111379 1.8 0.3 0.1
C 1.689621 0.284863 4.676180 0.7 0.2 1.3
C 0.279001 -0.171896 5.177626 -4.7 0.7 1.1
O -0.745896 0.558145 5.341461 4.6 -2.5 -1.2
O 0.106157 -1.566308 5.528342 1.1 1.8 -1.6
O 0.361229 2.127644 3.092217 1.6 2.4 -0.7
C 1.217902 3.224532 3.320059 0.9 1.0 1.4
N 1.925373 4.134151 3.661655 -3.3 -4.2 -1.6
N 1.633451 2.021714 1.125750 -2.1 0.1 -0.4
Br 3.086861 1.179416 0.305154 0.0 -0.1 -0.2
H 4.603039 5.174462 -2.714388 -1.2 -1.4 0.7
H 2.909531 4.394039 -2.708792 1.5 -0.2 0.6
H 4.504329 3.340571 -2.506772 -1.3 1.6 0.0
H 4.599400 3.591573 -0.139522 -1.5 1.3 -0.8
H 4.649695 5.380906 -0.433113 -1.5 -1.4 0.1
H 1.122843 7.106793 0.082141 1.1 -0.9 -0.9
H 2.900156 7.185867 -0.593866 -1.6 -1.2 0.5
H 1.602775 6.434554 -1.639353 0.2 0.5 1.8
H 0.303247 4.235622 -0.983824 0.4 -0.6 0.8
H 1.945199 2.495904 -2.353031 -0.6 -1.3 -0.5
H 1.251564 1.568071 -3.811332 -0.1 0.0 1.9
H 1.905624 0.595630 -2.368842 -0.9 1.8 -0.4
H -0.595056 3.798066 -3.137296 -0.9 -1.2 0.1
H -1.515950 2.444201 -4.009835 0.5 0.6 1.4
H -2.565751 4.557520 -2.192072 -0.4 -1.9 -0.2
H -3.602463 3.209183 -2.943964 1.6 0.2 0.8
H -2.875918 3.006000 -1.265627 0.5 0.4 -1.5
H -2.063538 1.595469 2.688577 -0.2 1.3 -1.7
H -3.345752 1.923259 1.436006 2.0 -0.1 -0.2
H -2.874408 0.865612 -0.922943 1.3 -1.2 1.0
H -1.705973 -0.638814 -0.692953 -1.2 1.6 0.5
H -3.606939 -1.649572 0.079732 0.4 1.9 0.6
H -2.810401 -0.404828 2.770098 -1.0 -0.6 -1.0
H -4.625459 -0.283465 2.514130 1.7 -0.7 -0.7
H -3.800413 -1.921307 2.365323 0.4 2.2 -0.5
H -5.755520 -0.737114 0.354954 1.0 1.7 -0.4
H -4.965464 0.209248 -1.065710 -0.2 -0.1 1.9
H -5.152164 1.061936 0.639206 0.0 -1.4 -0.9
H 0.513490 -0.050806 0.364941 -0.8 0.9 1.7
H -0.550072 -1.335882 2.988355 0.3 0.4 -1.4
H -1.270243 -1.756853 1.373513 0.9 1.6 0.8
H 1.749711 -1.651422 1.030853 -1.6 -0.8 0.7
H 0.501245 -2.877351 0.483667 0.3 1.2 1.5
H 1.103312 -2.906919 3.621353 0.5 -0.6 -1.6
H 0.758521 -4.275414 2.322941 0.8 1.7 0.9
H 3.421585 -2.566588 2.429593 -0.5 -1.9 -0.3
H 3.280241 -4.413092 2.930250 -0.3 1.2 -1.4
H 2.407195 -0.607711 2.750129 -1.0 1.3 0.1
H 2.937487 1.084913 3.120691 -1.6 -1.2 -0.2
H 1.926856 1.311167 5.163315 -0.8 -1.7 -0.8
H 2.487550 -0.429400 5.125050 -1.4 1.0 -0.9
H -0.806971 -1.857318 5.301665 0.5 0.8 0.6
C -2.727732 9.313572 -1.784465 -0.2 0.1 -0.2
C -3.976499 9.218964 -2.244159 0.3 0.2 0.0
C -4.846362 8.082598 -1.872859 -0.6 0.0 -0.2
O -5.984286 7.994087 -2.293045 0.4 0.0 0.1
C -4.279401 7.056812 -0.971539 0.3 -0.2 0.2
C -3.030863 7.151788 -0.511991 -0.2 -0.1 0.0
C -2.161359 8.287830 -0.883464 0.3 0.1 0.1
O -1.021052 8.375247 -0.462361 -0.2 -0.1 -0.1
H -2.076746 10.138236 -2.046763 0.0 0.0 0.0
H -4.406977 9.961809 -2.904256 0.0 0.0 0.0
H -4.930277 6.231875 -0.709147 0.0 0.0 0.0
H -2.600637 6.410273 0.147367 0.0 0.1 0.0
C -7.330137 -1.682899 -2.913042 -0.2 0.1 -0.2
C -8.579952 -1.785387 -3.367198 0.3 0.2 0.0
C -9.434420 -2.936984 -3.007342 -0.6 -0.1 -0.2
O -10.573038 -3.032291 -3.422372 0.4 0.0 0.1
C -8.850500 -3.968738 -2.123930 0.3 -0.2 0.2
C -7.600554 -3.865739 -1.670030 -0.3 -0.1 0.0
C -6.746652 -2.714506 -2.029893 0.3 0.0 0.1
O -5.604901 -2.618770 -1.613741 -0.2 0.0 -0.1
H -6.690311 -0.846958 -3.167094 0.0 0.0 0.0
H -9.022744 -1.038281 -4.014259 0.0 0.0 0.0
H -9.490128 -4.804706 -1.869830 0.0 0.0 0.0
H -7.157558 -4.612766 -1.022970 0.0 0.0 0.0
C 4.207958 -4.262456 -4.929005 -0.1 0.1 0.3
C 4.258383 -3.308218 -3.998546 -0.1 -0.3 -0.1
C 4.745028 -1.950001 -4.318409 0.0 0.2 0.2
O 4.793190 -1.076625 -3.466709 -0.1 -0.1 -0.1
C 5.172255 -1.688993 -5.708963 0.0 0.0 -0.3
C 5.122139 -2.642801 -6.640020 0.1 0.4 0.1
C 4.635207 -4.001794 -6.320244 0.0 -0.4 -0.4
O 4.587243 -4.871195 -7.168664 0.0 0.3 0.3
H 3.854903 -5.262870 -4.711742 0.0 0.0 0.0
H 3.948886 -3.482033 -2.976194 0.0 -0.1 -0.2
H 5.525298 -0.688448 -5.925776 0.0 0.0 0.0
H 5.431967 -2.468449 -7.663011 0.0 0.0 0.0
C -1.897209 -6.663193 1.704387 0.3 0.3 0.0
C -1.895903 -5.400528 2.133653 0.0 -0.2 -0.1
C -2.992722 -4.874056 2.971783 0.0 0.2 0.1
O -2.993195 -3.718196 3.363066 0.2 -0.3 0.0
C -4.090904 -5.800505 3.317575 -0.1 -0.2 0.0
C -4.093230 -7.063665 2.888818 -0.2 0.3 0.2
C -2.995759 -7.590664 2.050311 -0.1 -0.6 -0.2
O -2.995584 -8.741816 1.660501 0.0 0.4 0.1
H -1.101776 -7.064938 1.088780 0.0 0.0 0.0
H -1.099661 -4.708993 1.889965 -0.1 0.0 0.0
H -4.885968 -5.398148 3.932921 0.0 0.0 0.0
H -4.890329 -7.755091 3.132569 0.0 0.0 0.0
C 9.726452 -2.518647 2.204734 -0.1 0.0 0.4
C 8.878480 -2.899790 3.161257 0.3 0.2 0.0
C 7.655057 -3.665100 2.840657 -0.2 -0.1 0.2
O 6.878519 -4.011668 3.713442 0.1 0.2 -0.2
C 7.408612 -3.993025 1.420587 0.0 0.0 -0.3
C 8.256549 -3.611751 0.463913 -0.3 -0.1 0.1
C 9.479968 -2.846433 0.784009 0.3 0.1 -0.4
O 10.254986 -2.499840 -0.087656 -0.2 -0.1 0.3
H 10.626675 -1.957082 2.421292 0.0 0.0 0.0
H 9.044442 -2.668506 4.206294 0.0 0.0 0.0
H 6.508232 -4.554679 1.204153 0.0 0.0 0.0
H 8.090361 -3.843056 -0.581073 0.0 0.0 0.0
```
Forces are in eV/Å.

Calculated values
HOMO-LUMO gap in eV: 6.68
Net charge: +1
Multiplicity: 1
ΔE to the lowest compared entry with this formula, charge and spin in kcal per mole: 0.0
Maximum force in hartree/bohr: 0.1455
HOMO in eV: -11.0740


# 4
Density functional theory data (ωB97M-V/def2-TZVPD) for a single C7H11N2O2P molecule.

```
23
Properties=species:S:1:pos:R:3:forces:R:3
C -3.189324 -1.511790 -1.374793 1.1 -1.4 0.4
C -2.253080 -2.548038 -0.996591 -1.2 -0.1 -1.0
C -2.824460 -0.174306 -1.184064 1.5 -0.4 0.2
C -0.977301 -2.215039 -0.574109 1.8 -2.2 0.7
C -1.488573 0.118126 -0.765271 -1.1 -1.0 -0.3
C -0.543984 -0.898150 -0.590173 -0.7 1.1 0.8
C 2.084328 1.480355 2.739403 -0.5 1.1 1.1
N 2.399851 1.337187 -1.274866 -1.7 0.4 0.6
N 2.311849 0.969759 1.330056 -0.4 -1.1 1.4
O 0.462036 2.524595 0.276139 -0.6 0.3 -0.3
O 0.723086 -0.611278 -0.236123 0.7 2.8 0.4
P 1.341329 1.399396 0.048607 1.8 -3.8 0.0
H -4.118697 -1.935889 -1.784322 0.2 1.0 0.3
H -2.586644 -3.635914 -1.173569 0.7 1.8 0.6
H -3.454250 0.689420 -1.361705 -0.3 -0.3 0.0
H -0.182619 -2.972929 -0.139043 -1.9 1.3 -1.3
H -1.184364 1.083280 -0.407454 -0.3 0.6 -0.5
H 1.669063 0.758940 3.538558 0.2 0.6 -1.9
H 3.077755 1.742596 3.156225 -0.5 0.0 -0.4
H 1.434534 2.459796 2.800786 1.2 -2.1 -0.6
H 1.942253 1.611067 -2.175865 0.6 -0.7 1.1
H 2.682013 0.354799 -1.214647 0.2 0.2 -0.9
H 2.675200 -0.025982 1.362821 -0.8 1.8 -0.4
```
Forces are in eV/Å.

Calculated values
HOMO-LUMO gap in eV: 8.43
Multiplicity: 1
ΔE to the lowest compared entry with this formula, charge and spin in kcal per mole: 18.7
Maximum force in hartree/bohr: 0.0811
HOMO in eV: -7.9942


> Look up the HOMO-LUMO gap of the third one.

6.68 eV


> Which of these has the highest HOMO-LUMO gap?

C3H5BN2O2